Molecular formula: C3H10N6
Method: DFT, ωB97M-V with the def2-TZVPD basis set

Each line ends with the Mulliken charge.
Positions of all 19 atoms, in Å:
1 N -0.8304 1.2034 -1.3539  -0.44
2 N -0.1141 -1.8064 -0.0801  -0.61
3 N 1.2372 -1.4803 -0.1482  0.09
4 N -0.6159 1.3570 1.0245  -0.17
5 N 2.8748 0.2312 -0.1417  -0.32
6 N -2.2910 -1.3321 0.2176  -0.41
7 C -0.5490 0.5709 -0.2033  0.06
8 C -0.9947 -0.9285 0.0018  0.45
9 C 1.6384 -0.2199 -0.0841  0.27
10 H 0.1063 1.0956 1.6173  0.36
11 H -0.8609 2.3375 0.8112  0.37
12 H -1.3755 1.2413 1.6823  0.38
13 H 1.9463 -2.2291 -0.0089  0.28
14 H 3.2192 1.1543 0.1177  0.26
15 H -2.4460 -2.3874 0.2947  0.30
16 H -0.4542 2.0980 -1.5964  0.26
17 H -0.7904 0.5522 -2.2609  0.37
18 H -3.2173 -0.8747 0.2307  0.23
19 H 3.5173 -0.5830 -0.1202  0.26

Cartesian forces, eV/Å:
N 0.163 -2.912 -2.028
N 2.087 -2.289 0.202
N 1.270 1.176 0.306
N -2.543 1.770 -0.950
N -0.178 -2.388 0.285
N -0.975 -1.532 0.333
C 0.873 -2.507 -0.384
C -1.184 1.840 -0.726
C -3.085 1.433 -0.039
H 2.771 0.462 1.210
H 1.537 0.383 0.146
H -1.580 -1.367 -0.065
H -1.305 0.035 -0.337
H -0.346 -0.372 -0.191
H 0.794 2.016 -0.103
H 0.205 0.800 0.239
H -0.472 1.704 2.646
H 1.442 0.452 -0.369
H 0.527 1.295 -0.176

Its net charge is +2. Its HOMO energy (spin up / spin down) is -16.755 / -16.755 eV. For the gap between HOMO and LUMO (spin up / spin down), the calculation gives 7.9060 / 7.9055 eV. For the largest force on an atom, the calculation gives 3.55 eV/A. As for the spin multiplicity: 1. As for the energy above the lowest of the compared OMol25 structures with the same formula, charge and spin: 37.8 kcal/mol. The total energy is -448.082209 a.u.

***

Molecular formula: C8H7NS
Method: DFT, ωB97M-V with the def2-TZVPD basis set

Each line ends with the Mulliken charge.
Positions of all 17 atoms, in Å:
1 S 2.2457 -1.3684 -0.7847  -0.15
2 N -1.6396 -3.1914 1.0135  -0.44
3 C 0.8972 -0.3534 -0.4309  0.33
4 C 1.1578 0.4229 0.6624  -0.40
5 C 2.4622 0.3767 1.0922  -0.42
6 C -0.4906 -0.4444 -1.1929  -0.85
7 C -1.5577 -2.1678 0.4900  0.14
8 C 3.1137 -0.6039 0.4774  -0.32
9 C -2.6637 -0.0894 -0.1565  -0.87
10 C -1.6060 -0.9354 -0.2797  0.66
11 H -0.4929 -1.0051 -2.0992  0.42
12 H 4.1950 -0.7581 0.6659  0.37
13 H -2.7198 1.0269 -0.2809  0.27
14 H 2.8658 1.0210 1.9153  0.32
15 H -3.4667 -0.3346 0.5805  0.30
16 H 0.6148 1.3093 1.0413  0.30
17 H -0.7993 0.5748 -1.5244  0.33

Cartesian forces, eV/Å:
S -0.209 0.546 0.533
N 0.258 0.462 0.005
C -2.138 -0.531 -0.760
C -1.747 2.479 -0.748
C 0.764 0.469 2.119
C 1.149 0.910 1.672
C -0.416 -0.080 -0.910
C 3.437 -0.924 -0.410
C -0.422 -0.035 2.823
C -0.875 2.134 -0.319
H 0.547 -0.785 -0.561
H -0.908 -0.434 -0.433
H 0.605 -1.413 -1.092
H -0.325 -0.817 -1.010
H 0.566 -0.323 -0.829
H -0.642 -1.032 -0.478
H 0.356 -0.626 0.399

Its net charge is 0. Its HOMO energy is -9.004 eV. For the gap between HOMO and LUMO, the calculation gives 9.2047 eV. For the largest force on an atom, the calculation gives 3.58 eV/A. As for the spin multiplicity: 1. As for the energy above the lowest of the compared OMol25 structures with the same formula, charge and spin: 14.3 kcal/mol. The total energy is -761.909307 a.u.

***

Molecular formula: C46H71N6O4PdSSbSi4
Method: DFT, ωB97M-V with the def2-TZVPD basis set

Each line ends with the Mulliken charge.
Positions of all 134 atoms, in Å:
1 Sb -2.6966 1.7460 2.0595  0.00
2 Pd -0.9861 0.4924 0.4622  0.42
3 S 5.9490 -0.5173 4.6179  0.01
4 Si -2.7205 5.2157 1.1266  0.54
5 Si -0.9264 4.0846 3.5430  0.69
6 Si 0.2277 -4.3049 -0.1896  -3.65
7 Si -3.1001 -1.0256 0.1557  0.40
8 O -1.0878 -5.0913 -0.8849  -0.01
9 O 1.4916 -5.3309 -0.6674  0.10
10 O -0.0234 -4.6017 1.4332  1.58
11 O 0.4287 -2.8040 -0.4943  1.89
12 N -2.5584 1.7709 -1.9812  0.62
13 N 0.0261 -0.0920 3.4153  0.90
14 N 4.4568 -0.5682 5.2994  -0.76
15 N 1.1671 -0.0485 0.8805  0.88
16 N 5.5067 -0.3044 3.0514  -0.75
17 N -0.6330 2.7368 -0.1424  1.67
18 C -3.9682 5.8708 2.4097  -1.18
19 C -2.7518 -5.6238 -2.4690  -1.77
20 C 1.4277 3.4280 -1.1476  -1.33
21 C 0.7340 3.1754 3.6435  -0.56
22 C 0.1671 -0.5307 5.7643  -1.24
23 C -0.5382 -0.2568 4.5893  -0.59
24 C 0.6228 4.5085 0.8216  -0.39
25 C 1.3539 -0.2054 3.3071  -0.30
26 C -1.2456 -5.6099 -2.1835  1.77
27 C -0.2041 -7.0544 1.4418  -1.32
28 C 0.2981 2.6370 -1.0974  -0.76
29 C -0.5331 -4.7473 -3.2329  -1.14
30 C 1.7335 -0.1178 -0.3142  -0.25
31 C -0.6863 -7.0419 -2.2405  -1.52
32 C -0.6184 5.9051 4.0458  -1.23
33 C -4.8031 2.5551 2.2269  -1.64
34 C -2.9313 2.2137 -3.1754  -0.49
35 C -2.3655 -1.4899 -1.5376  0.54
36 C 3.3737 -0.1578 1.8497  0.69
37 C -1.7233 6.7838 0.6733  -1.31
38 C 0.8956 -5.7495 3.2868  -1.62
39 C 3.9374 -0.1416 0.5761  -0.95
40 C 1.9595 -0.1153 1.9807  -1.01
41 C -5.2352 1.9805 -2.6732  -0.72
42 C -2.0972 3.4791 4.9098  -1.14
43 C -1.6282 3.8355 1.7918  2.87
44 C 1.5947 4.3903 -0.1550  -1.20
45 C 3.5878 -0.4307 4.3157  1.05
46 C 4.1879 -0.2769 3.0291  0.75
47 C -2.2180 -1.8351 1.6183  -0.09
48 C -3.6239 4.7959 -0.4807  -0.83
49 C 3.5126 -6.3874 -0.0171  -1.85
50 C 1.5369 -0.5905 5.6929  -0.81
51 C -4.2489 2.3483 -3.5813  -0.78
52 C -0.5015 3.6708 0.8102  -2.40
53 C 3.1107 -0.1446 -0.5174  -1.30
54 C 2.1605 -0.4167 4.4574  0.29
55 C 3.1785 -3.9463 0.4489  -1.14
56 C -4.8679 1.5340 -1.4216  -0.80
57 C -0.2196 -5.7410 2.2322  1.95
58 C -4.8996 -1.6966 0.2370  -1.33
59 C 2.8727 -5.0875 -0.5271  2.16
60 C -3.5001 1.4383 -1.0705  0.82
61 C -3.1175 0.8469 0.2093  -0.46
62 C -1.5781 -5.6192 2.9382  -1.76
63 C 3.4456 -4.7331 -1.9065  -1.96
64 H -1.9148 -2.4771 -1.4611  -1.10
65 H 4.2557 -3.8344 0.5936  0.68
66 H -3.1371 3.6636 4.6328  0.28
67 H -0.3551 -0.6669 6.7018  0.46
68 H -2.6264 -1.5085 2.5778  0.36
69 H -5.6125 1.2251 -0.7001  0.46
70 H 0.0233 6.4391 3.3426  0.34
71 H 2.1489 -0.7670 6.5684  0.49
72 H -4.8871 -2.7919 0.2212  0.28
73 H 0.7930 2.4600 2.8231  -0.40
74 H -2.9618 -5.9766 -3.4816  0.39
75 H -5.4985 -1.3532 -0.6105  0.27
76 H -5.0749 3.3263 1.5058  0.37
77 H -3.0899 -1.4693 -2.3590  0.51
78 H 3.1798 -6.5793 1.0046  0.30
79 H -0.9703 6.5742 -0.0884  0.32
80 H -3.1450 -4.6140 -2.3449  0.24
81 H -2.3648 -5.5252 2.1885  0.30
82 H -0.1298 5.9391 5.0235  0.39
83 H 0.3384 -7.0115 -1.8741  0.04
84 H -2.9058 4.4900 -1.2443  0.16
85 H -4.3832 5.0708 3.0218  0.29
86 H -1.7768 -6.5038 3.5493  0.45
87 H -1.6203 -0.1564 4.6128  0.47
88 H 0.8505 2.6187 4.5766  0.45
89 H -6.2822 2.0352 -2.9546  0.35
90 H 5.0162 -0.1513 0.4869  0.47
91 H -5.4365 1.6805 2.0779  0.42
92 H -2.3002 -2.9159 1.5316  -0.23
93 H 2.9319 -3.8389 -2.2634  0.24
94 H 1.5828 3.8550 3.5474  0.39
95 H -0.2557 -7.9111 2.1181  0.54
96 H -3.4946 6.5940 3.0771  0.31
97 H -4.3202 3.9696 -0.3529  0.06
98 H -0.7924 -5.0684 -4.2447  0.57
99 H -2.1217 2.4746 -3.8570  0.36
100 H 0.8847 -4.7979 3.8211  0.22
101 H 0.7012 -7.1113 0.8394  0.12
102 H 2.7487 -3.0208 0.0639  -0.08
103 H -4.9760 2.9339 3.2403  0.36
104 H 0.5452 -4.8229 -3.0889  0.07
105 H -0.8176 -3.7039 -3.0951  0.09
106 H 0.7177 5.2766 1.5792  0.28
107 H 3.5091 -0.1808 -1.5219  0.55
108 H 3.1957 -7.2261 -0.6409  0.27
109 H 2.1500 3.3162 -1.9473  0.43
110 H 2.6953 -4.1449 1.4071  -0.11
111 H -1.5545 6.4608 4.1253  0.27
112 H -0.7081 -7.4343 -3.2607  0.45
113 H 0.0848 1.9052 -1.8710  0.66
114 H -1.2122 7.2002 1.5445  0.26
115 H -4.7977 6.3759 1.9098  0.44
116 H -1.1527 -1.6235 1.5844  -0.31
117 H -2.3888 7.5572 0.2807  0.38
118 H 4.5180 -4.5317 -1.8471  0.46
119 H -1.2709 -7.7012 -1.5951  0.31
120 H -1.5956 -4.7293 3.5683  0.25
121 H -4.1811 5.6561 -0.8611  0.52
122 H 1.8632 -5.8519 2.7930  0.22
123 H -5.3945 -1.3721 1.1554  0.29
124 H 3.2673 -5.5487 -2.6113  0.35
125 H 1.0600 -0.1922 -1.1575  0.17
126 H -3.2524 -6.2796 -1.7536  0.34
127 H -1.0548 -7.0674 0.7630  0.10
128 H 4.6032 -6.3211 -0.0254  0.43
129 H -1.9889 2.4054 5.0590  0.14
130 H 0.7725 -6.5676 4.0006  0.40
131 H -1.5621 -0.7857 -1.7647  -0.11
132 H 2.4547 5.0501 -0.1621  0.41
133 H -4.4977 2.7091 -4.5721  0.39
134 H -1.9013 3.9818 5.8599  0.47

Cartesian forces, eV/Å:
Sb -0.923 -0.062 -0.338
Pd 0.885 0.282 0.278
S -0.653 0.107 -0.308
Si -0.245 0.311 -0.118
Si -0.147 0.228 -0.021
Si -0.285 -0.176 0.010
Si -0.229 0.770 -0.037
O 0.123 -0.091 0.170
O -0.009 -0.045 0.104
O 0.010 0.001 0.148
O 0.256 0.123 -0.186
N -0.059 0.020 -0.132
N 0.292 -0.128 -0.238
N 0.442 -0.026 -0.237
N -0.009 -0.138 0.708
N 0.143 -0.078 0.503
N 0.130 1.006 -0.393
C 0.185 -0.234 -0.003
C 0.177 0.072 0.152
C 0.119 0.051 0.074
C -0.131 0.014 0.069
C -0.028 0.056 -0.042
C -0.188 -0.026 0.207
C 0.212 0.021 -0.009
C -0.118 -0.040 0.919
C -0.112 -0.168 -0.458
C 0.068 0.272 -0.084
C -0.100 0.222 -0.026
C -0.027 0.067 0.291
C 0.211 -0.293 -0.154
C -0.071 0.236 0.137
C 0.078 -0.150 -0.149
C 0.290 0.442 0.307
C -0.137 0.051 0.070
C -0.246 -0.360 0.270
C -0.774 0.027 -0.395
C 0.080 -0.234 0.117
C -0.069 0.072 -0.188
C 0.126 0.046 0.169
C 0.584 0.093 -1.077
C -0.071 -0.028 0.042
C 0.103 -0.031 -0.199
C -0.087 0.015 0.357
C -0.065 -0.077 0.016
C 0.463 -0.009 0.099
C 0.263 -0.072 0.213
C -0.199 -0.315 -0.227
C 0.197 -0.124 0.305
C -0.174 0.145 -0.025
C 0.134 0.023 -0.049
C 0.000 0.042 -0.112
C 0.077 0.010 -0.210
C -0.039 0.049 -0.065
C -0.761 0.075 -0.279
C -0.210 -0.022 -0.092
C 0.042 0.116 -0.165
C -0.096 -0.238 0.273
C 0.258 -0.216 -0.176
C 0.446 -0.011 -0.063
C -0.134 -0.168 0.167
C 0.383 -0.754 0.204
C 0.148 0.115 -0.184
C -0.227 0.038 0.170
H 0.072 -0.156 -0.112
H 0.033 -0.034 0.012
H -0.034 0.014 0.025
H -0.029 -0.001 -0.013
H -0.042 -0.015 0.024
H 0.031 0.034 0.066
H 0.021 0.011 -0.012
H 0.005 0.002 0.002
H -0.083 -0.052 -0.015
H -0.001 -0.068 -0.028
H 0.010 -0.009 -0.010
H 0.000 0.031 -0.039
H -0.080 -0.008 -0.027
H -0.071 0.025 0.043
H 0.019 -0.044 0.016
H 0.005 -0.005 -0.029
H -0.042 0.005 -0.051
H -0.018 0.021 -0.008
H 0.003 -0.063 0.050
H 0.067 -0.109 -0.062
H 0.031 -0.036 -0.014
H -0.054 0.006 -0.012
H 0.015 0.009 0.039
H -0.005 0.019 -0.086
H -0.060 0.025 0.073
H -0.013 0.015 0.036
H -0.001 -0.054 -0.046
H 0.138 -0.110 -0.078
H -0.208 -0.332 0.109
H 0.017 0.013 -0.062
H -0.009 0.047 -0.008
H -0.014 0.007 0.021
H 0.030 0.025 -0.013
H -0.013 -0.040 -0.048
H 0.015 -0.042 -0.001
H -0.026 -0.023 -0.006
H 0.020 -0.004 0.025
H 0.042 -0.096 -0.008
H 0.024 0.029 0.029
H -0.085 0.061 0.001
H 0.049 0.037 -0.071
H 0.001 0.037 -0.049
H -0.028 0.008 0.009
H -0.043 -0.017 -0.023
H 0.033 0.005 -0.036
H -0.010 -0.048 -0.008
H 0.082 0.009 0.076
H -0.026 -0.017 -0.002
H -0.015 0.006 -0.013
H -0.078 0.002 0.014
H 0.023 0.006 0.006
H -0.012 -0.005 -0.065
H 0.044 -0.054 0.080
H -0.111 -0.041 0.004
H 0.026 -0.016 -0.019
H -0.004 -0.021 0.008
H -0.028 0.035 0.000
H 0.036 0.097 0.081
H 0.038 -0.028 0.026
H 0.058 0.037 0.057
H 0.008 -0.004 -0.008
H -0.038 0.034 0.046
H -0.031 0.015 0.017
H -0.028 -0.087 -0.036
H 0.013 0.001 0.006
H -0.031 -0.031 0.017
H -0.021 -0.020 0.009
H -0.037 -0.029 -0.039
H 0.005 0.000 0.036
H 0.037 -0.007 -0.009
H 0.079 0.094 -0.006

Its net charge is -2. Its HOMO energy is 0.168 eV. For the gap between HOMO and LUMO, the calculation gives 3.1645 eV. For the largest force on an atom, the calculation gives 1.23 eV/A. As for the spin multiplicity: 1. The total energy is -4349.523184 a.u.

***

Molecular formula: C26H35O2Zn
Method: DFT, ωB97M-V with the def2-TZVPD basis set

Each line ends with the Mulliken charge.
Positions of all 64 atoms, in Å:
1 Zn -1.8707 0.7548 2.3771  0.08
2 O -2.5760 -0.3713 -0.1644  -0.20
3 O -5.8081 1.2237 1.0378  -0.49
4 C -1.2356 2.7931 1.7553  -0.92
5 C 0.0650 -0.2319 -3.0543  -1.16
6 C -7.9218 1.0940 0.3885  -1.04
7 C -7.1092 3.4036 0.9218  -1.70
8 C 0.7296 -2.0874 3.5380  -0.47
9 C 1.2993 -1.2650 1.3032  -0.16
10 C 0.2176 1.8215 0.2349  -0.32
11 C -6.3380 2.2860 -1.1771  -1.54
12 C -3.4234 -1.5785 -0.0170  -0.74
13 C -4.6319 -1.3149 -0.9341  0.66
14 C 2.6439 -1.4254 1.5789  -0.67
15 C 0.6820 -2.1762 -1.9756  -0.81
16 C 3.0274 -1.9879 2.8061  -0.52
17 C -6.9062 0.2179 1.0922  -0.35
18 C 0.8322 1.7785 1.5162  -0.50
19 C -3.1329 0.4472 -1.2532  -0.74
20 C -0.0430 2.3691 2.4754  -0.68
21 C 2.0774 -2.3647 3.7604  -0.47
22 C -6.7194 2.0825 0.2811  1.88
23 C -1.0279 2.4648 0.3712  -0.49
24 C 1.1707 -0.9614 -2.5411  -0.52
25 C -1.0982 -1.0041 -2.8232  -0.58
26 C -4.0468 -0.4831 -2.0792  -0.86
27 C 0.3321 -1.4799 2.3170  0.63
28 C -1.0793 -1.1590 2.0540  -0.35
29 C -0.7430 -2.1842 -2.1024  -0.45
30 H -2.8547 -2.4856 -0.3322  0.36
31 H 0.6412 1.4747 -0.7064  0.52
32 H -5.5089 3.0129 -1.2667  0.40
33 H -1.7424 -1.8719 2.5922  0.89
34 H 2.2073 -0.6723 -2.6191  0.45
35 H -3.4577 -1.1793 -2.7120  0.42
36 H 0.0816 0.7327 -3.5486  0.47
37 H -2.0848 -0.7408 -3.1762  0.88
38 H 2.3615 -2.8949 4.6716  0.34
39 H -1.9728 3.5200 2.1332  0.66
40 H -4.7762 0.0539 -2.7158  0.34
41 H -7.2806 3.2910 2.0059  0.37
42 H 4.0716 -2.1790 3.0049  0.37
43 H -6.7258 -0.7009 0.5135  0.27
44 H -6.0906 1.3273 -1.6746  0.02
45 H -5.1588 -0.6212 -0.2590  -1.18
46 H 1.2659 -2.9645 -1.4994  0.46
47 H -2.2937 0.9108 -1.7980  0.29
48 H -6.3799 4.1930 0.6844  0.40
49 H -3.7049 -1.6438 1.0729  0.32
50 H -3.7449 1.2196 -0.7235  0.16
51 H -7.1534 -0.0518 2.1198  0.39
52 H 0.2076 2.7253 3.4930  0.49
53 H 0.9622 -0.9527 0.3101  0.35
54 H -8.2639 0.7197 -0.5747  0.26
55 H -1.1804 -1.2059 0.9639  -0.35
56 H -5.2824 -2.1670 -1.1906  0.62
57 H -1.4164 -2.9752 -1.7590  0.60
58 H -1.7021 2.7672 -0.4334  0.48
59 H -8.7466 1.4392 1.0147  0.37
60 H -0.0504 -2.3642 4.2666  0.33
61 H 1.8241 1.3782 1.7438  0.46
62 H -8.0760 3.6872 0.4815  0.39
63 H 3.3893 -1.1468 0.8308  0.41
64 H -7.2326 2.6890 -1.6956  0.48

Cartesian forces, eV/Å:
Zn 1.945 -0.186 -1.412
O -1.743 -0.501 -0.997
O -1.831 -0.658 -0.408
C -0.624 -0.170 0.332
C -0.053 -0.893 0.218
C 0.909 0.293 0.242
C 0.261 0.165 0.142
C -0.095 0.393 -0.830
C -0.612 0.226 0.507
C -0.643 0.673 0.400
C 0.114 0.060 -0.214
C 0.680 0.119 -0.154
C -0.270 0.965 1.225
C 0.008 -0.492 0.409
C -0.623 0.484 -0.089
C -0.088 -0.012 0.027
C 0.266 -0.538 0.363
C -0.552 0.584 0.934
C -0.122 -0.023 0.722
C 0.775 0.194 -0.405
C -0.204 0.060 -0.177
C -1.414 0.293 -0.678
C 0.275 -0.112 0.014
C -0.606 -0.452 0.117
C 0.631 -0.291 0.073
C 0.288 -0.577 0.342
C 0.855 -0.377 0.836
C -0.943 -0.243 0.242
C 0.741 0.454 -0.757
H -0.150 0.771 0.399
H -0.169 -0.142 0.298
H -0.272 -0.468 -0.139
H 0.318 0.282 -0.582
H 0.163 0.061 0.082
H -0.692 0.649 0.412
H 0.115 -0.045 -0.059
H 0.820 0.033 -0.096
H 0.121 0.234 -0.223
H 0.493 -0.350 -0.249
H 0.280 -0.233 0.432
H 0.305 0.119 -0.382
H 0.157 0.020 0.021
H 0.377 0.370 0.442
H 0.055 0.566 0.378
H -0.369 -0.261 -0.892
H -0.046 0.274 -0.086
H -0.412 -0.397 0.270
H -0.170 -0.151 0.414
H 0.202 -0.116 -1.081
H 0.296 -0.310 -0.667
H 0.195 0.071 0.048
H -0.173 -0.614 -0.696
H 0.144 0.056 0.324
H -0.124 -0.009 0.109
H -0.439 -0.007 0.471
H 0.505 0.177 0.072
H 0.280 0.227 -0.221
H 0.226 -0.370 0.310
H 0.071 -0.003 -0.170
H 0.493 0.206 -0.298
H -0.528 0.112 -0.119
H 0.285 0.075 0.034
H -0.186 -0.227 0.186
H 0.506 -0.034 0.231

Its net charge is -1. Its HOMO energy is -2.657 eV. For the gap between HOMO and LUMO, the calculation gives 4.5214 eV. For the largest force on an atom, the calculation gives 2.41 eV/A. As for the spin multiplicity: 1. As for the energy above the lowest of the compared OMol25 structures with the same formula, charge and spin: 52.3 kcal/mol. The total energy is -2941.342650 a.u.